{
  "formula": "C24H31BiN3P2",
  "method": "ωB97M-V/def2-TZVPD",
  "elements": ["Bi", "P", "P", "N", "N", "N", "C", "C", "C", "C", "C", "C", "C", "C", "C", "C", "C", "C", "C", "C", "C", "C", "C", "C", "C", "C", "C", "C", "C", "C", "H", "H", "H", "H", "H", "H", "H", "H", "H", "H", "H", "H", "H", "H", "H", "H", "H", "H", "H", "H", "H", "H", "H", "H", "H", "H", "H", "H", "H", "H", "H"],
  "positions_angstrom": [[-1.0338, -0.1550, -0.6039], [0.7642, -1.3912, 1.5488], [1.6213, 1.2985, -0.6789], [2.7958, -2.1756, -1.6144], [-1.3415, 2.5865, 1.8753], [-2.4904, 0.6668, 1.3254], [1.1636, -1.7397, -3.4121], [-0.3655, -2.5442, 2.4187], [1.3462, -0.4054, 2.9760], [1.2220, 2.8230, -1.6166], [-3.4993, -0.2083, 1.5550], [2.4847, 2.0046, 0.7787], [0.2674, -4.8186, -1.5751], [-3.3797, 2.0835, 3.0710], [2.6772, 0.4956, -4.1283], [2.2888, -1.3637, -2.5955], [0.1863, -2.6319, -2.8134], [1.9553, -3.5435, 0.2726], [0.7111, -5.5052, -0.4516], [1.8246, -0.1093, -5.0682], [2.2921, -2.5291, 1.3371], [3.1988, 0.7695, -1.6108], [0.7548, -3.5361, -1.8375], [-2.4171, 1.7811, 2.0914], [-4.4596, 0.0158, 2.5202], [1.5265, -4.8556, 0.5003], [1.8943, -3.0669, -1.0997], [-4.4154, 1.1797, 3.2860], [1.0244, -1.1876, -4.6938], [2.7907, -0.0223, -2.8296], [3.1218, -1.9013, 0.9947], [-5.2527, -0.7308, 2.6713], [0.5383, 0.2766, 3.2631], [2.2507, 0.1616, 2.7179], [1.5570, -1.0910, 3.8089], [-1.2157, -1.9587, 2.7936], [-3.2437, 3.0200, 3.6165], [1.7536, 2.2575, 1.5523], [1.7202, 0.3268, -6.0628], [3.0186, 2.9172, 0.4796], [-0.6231, -1.4560, -1.7151], [2.4848, -3.0256, 2.2918], [0.4774, 3.3991, -1.0466], [0.1745, -2.9934, 3.2649], [1.7011, -5.3070, 1.4740], [2.1349, 3.4280, -1.7390], [-0.6529, -2.9827, -3.4280], [0.3372, -6.5082, -0.2385], [-0.6887, 2.4050, 1.1208], [0.8124, 2.5491, -2.6001], [-3.5110, -1.1055, 0.9192], [-1.2559, 3.4362, 2.4065], [-0.7113, -3.3250, 1.7281], [3.1477, 1.4522, -4.3477], [3.7423, 1.6668, -1.9211], [-0.4999, -5.2407, -2.2362], [-5.1722, 1.4009, 4.0450], [-1.9571, 0.7864, -1.8253], [3.7731, 0.1156, -0.9428], [3.2082, 1.2764, 1.1762], [0.2503, -1.5819, -5.3627]],
  "lumo_ev": -4.15,
  "e_homo_ev": -9.863,
  "charge": 1,
  "homo_lumo_gap_ev": 5.716,
  "largest_force_ev_per_a": 4.10
}

***

{
  "formula": "C24H31BrN6O2",
  "method": "ωB97M-V/def2-TZVPD",
  "elements": ["Br", "O", "O", "N", "N", "N", "N", "N", "N", "C", "C", "C", "C", "C", "C", "C", "C", "C", "C", "C", "C", "C", "C", "C", "C", "C", "C", "C", "C", "C", "C", "C", "C", "H", "H", "H", "H", "H", "H", "H", "H", "H", "H", "H", "H", "H", "H", "H", "H", "H", "H", "H", "H", "H", "H", "H", "H", "H", "H", "H", "H", "H", "H", "H"],
  "positions_angstrom": [[-7.8383, -0.6261, 1.8487], [4.9650, -2.6322, 4.1228], [1.9210, -4.9150, 1.7896], [-2.4791, 4.5700, -1.9124], [3.1009, 1.3426, 0.5743], [4.2869, -2.6381, 1.9821], [2.7989, -4.5935, 3.8355], [-3.3418, 1.6940, -1.5759], [-5.2204, 0.2482, 1.3142], [-3.4630, 1.9230, -3.0333], [6.6618, -2.5895, 2.4536], [-1.5188, 3.5021, -1.5607], [1.0424, -0.4496, -1.6799], [-2.1813, 2.3004, -0.8630], [-4.4003, 1.1229, -0.8178], [0.7685, 0.4548, -2.7249], [2.3400, -0.7641, 0.6109], [2.0668, -2.1844, 1.0333], [2.3713, 1.2543, -0.5906], [1.8576, -0.0779, -0.5882], [-3.1606, 4.4615, -3.2130], [-6.6884, 0.3860, -0.5680], [2.4573, -4.1758, 2.6105], [2.5431, -5.9321, 4.3652], [5.2263, -2.6239, 2.9256], [2.8447, -2.7304, 2.2462], [3.0728, 0.1572, 1.2823], [2.1086, 2.1635, -1.6260], [-6.4315, 0.0727, 0.7682], [-5.6756, 0.9149, -1.3694], [-4.2384, 0.7480, 0.5420], [-4.1275, 3.2786, -3.3015], [1.3080, 1.7534, -2.7056], [7.3210, -2.5906, 3.3211], [-7.6846, 0.2237, -0.9649], [-3.2678, 0.8599, 1.0124], [0.1497, 0.1428, -3.5554], [6.8285, -1.6868, 1.8683], [1.5641, -5.9585, 4.8459], [3.5935, 2.1667, 0.8874], [-1.4228, 1.5291, -0.6937], [-0.9871, 3.1705, -2.4559], [2.2664, -2.8273, 0.1743], [1.0007, -2.2612, 1.2527], [2.5968, -2.1083, 3.1073], [-2.0423, 5.4873, -1.8181], [-4.0518, 1.1229, -3.4916], [-3.7276, 5.3818, -3.3875], [2.5243, 3.1593, -1.5992], [0.6323, -1.4487, -1.7114], [-0.7698, 3.9137, -0.8769], [3.3102, -6.1968, 5.0941], [-4.5551, 3.2634, -4.3077], [3.5671, -0.0124, 2.2315], [-5.9102, 1.1708, -2.3953], [3.3367, -3.9484, 4.4040], [-2.5072, 2.6730, 0.1126], [6.8636, -3.4689, 1.8434], [-2.4825, 1.8772, -3.5170], [2.5568, -6.6653, 3.5556], [-4.9483, 3.4346, -2.5957], [1.1051, 2.4339, -3.5216], [-2.4136, 4.3810, -4.0102], [4.5771, -2.6338, 1.0168]],
  "smiles": "CNC(=O)[C@H](Cc1c[nH]c2ccccc12)NC(C)=O.Brc1ccc(N2CCCNCC2)cn1",
  "lumo_ev": 0.49,
  "e_homo_ev": -7.665,
  "homo_lumo_gap_ev": 8.159,
  "largest_force_ev_per_a": 1.54
}

***

{
  "formula": "C24H31ClN4O4",
  "method": "ωB97M-V/def2-TZVPD",
  "elements": ["Cl", "O", "O", "O", "O", "N", "N", "N", "N", "C", "C", "C", "C", "C", "C", "C", "C", "C", "C", "C", "C", "C", "C", "C", "C", "C", "C", "C", "C", "C", "C", "C", "C", "H", "H", "H", "H", "H", "H", "H", "H", "H", "H", "H", "H", "H", "H", "H", "H", "H", "H", "H", "H", "H", "H", "H", "H", "H", "H", "H", "H", "H", "H", "H"],
  "positions_angstrom": [[-3.2022, 7.6967, -0.6014], [2.7690, -0.9619, -0.2120], [1.4880, -1.3039, 5.9434], [-0.6269, -1.9962, 5.5262], [-0.4889, 2.6843, -4.2020], [0.2292, -1.4752, -3.4798], [1.1370, -1.0031, 1.3235], [0.9539, -2.0914, 3.9106], [-1.6345, 1.4593, -2.7604], [1.5992, -1.1692, 0.0567], [2.2451, -1.7045, 3.3876], [-2.6238, 3.8483, -1.4245], [0.1949, -2.9230, -3.5552], [-0.2730, 1.3823, -4.5113], [1.0527, -1.0431, -2.3695], [-1.0899, -0.8595, -3.5181], [-2.6517, 6.2364, -1.3416], [0.6178, 1.0147, -5.6356], [1.1079, -0.9853, 7.2811], [0.5877, -3.1420, -1.0914], [-1.3203, 2.6677, -3.1365], [-1.7706, 3.8980, -2.5281], [-3.0642, 5.0131, -0.8314], [0.4415, 0.3806, 7.3654], [0.5067, -1.7974, 5.1560], [-0.9849, 0.6236, -3.6210], [-1.3650, 5.1353, -3.0282], [-0.2817, -3.5953, -2.2620], [2.0642, -0.5846, 2.3583], [0.0108, -2.4903, 2.8918], [0.6084, -1.6095, -1.0078], [-1.8039, 6.3033, -2.4373], [-0.1545, -1.3642, 1.8600], [-1.7170, -1.0828, -2.6425], [1.5252, 1.6146, -5.6062], [2.0412, -1.0046, 7.8479], [-0.4924, 0.3687, 6.8091], [-1.6013, -1.2468, -4.4064], [0.2166, -3.5738, -0.1582], [1.6120, -3.4925, -1.2421], [2.6977, -2.5754, 2.9007], [0.1245, 1.1918, -6.5916], [2.0792, -1.3645, -2.5635], [-0.4457, -3.2130, -4.3919], [2.8836, -1.3762, 4.2049], [-1.3246, -3.3320, -2.0719], [-0.2250, -4.6792, -2.3726], [0.3889, -3.3926, 2.3985], [3.0140, -0.3469, 1.8775], [-0.3898, -1.2252, -0.7875], [1.2145, -3.2559, -3.7747], [0.2295, 0.6189, 8.4036], [-3.7242, 4.9811, 0.0212], [-0.8359, -1.6881, 1.0778], [0.4288, -1.7592, 7.6526], [1.6655, 0.3088, 2.8514], [-0.7053, 5.1740, -3.8813], [1.0454, 0.0475, -2.3289], [0.8708, -0.0376, -5.5469], [1.0940, 1.1456, 6.9505], [-0.9411, -2.7087, 3.3777], [-2.9288, 2.8842, -1.0513], [-0.5846, -0.4870, 2.3591], [-1.4934, 7.2626, -2.8206]],
  "smiles": "CCOC(=O)N1CCN(C(=O)[C@@H]2CCCN(Cc3nc(-c4ccc(Cl)cc4)oc3C)C2)CC1",
  "lumo_ev": 0.44,
  "e_homo_ev": -8.081,
  "homo_lumo_gap_ev": 8.522,
  "largest_force_ev_per_a": 1.26
}

***

{
  "formula": "C24H31N3O2S",
  "method": "ωB97M-V/def2-TZVPD",
  "elements": ["S", "O", "O", "N", "N", "N", "C", "C", "C", "C", "C", "C", "C", "C", "C", "C", "C", "C", "C", "C", "C", "C", "C", "C", "C", "C", "C", "C", "C", "C", "H", "H", "H", "H", "H", "H", "H", "H", "H", "H", "H", "H", "H", "H", "H", "H", "H", "H", "H", "H", "H", "H", "H", "H", "H", "H", "H", "H", "H", "H", "H"],
  "positions_angstrom": [[5.6732, 2.6613, 0.5603], [-6.6667, 2.3326, 0.2310], [-1.0417, 2.5763, 0.3184], [-4.5362, 0.2610, 0.0201], [4.2503, 0.4856, -0.9474], [-0.5517, 0.2196, 0.7555], [2.9174, -1.8909, -0.8570], [3.2489, -1.8586, 0.6201], [2.5349, -2.4624, 1.4636], [4.0254, 2.1567, 0.4117], [-4.4243, 1.3955, -0.8649], [3.0601, 3.1629, 1.1369], [5.6077, 0.7450, -1.2330], [0.8719, -3.2377, -0.1820], [3.7811, -0.9155, -1.6340], [0.4058, -3.9703, 2.0211], [1.3948, -3.2068, 1.0053], [3.3827, 1.3050, -0.4442], [-0.1962, 1.3863, 0.4350], [-1.8089, -0.1493, 0.5666], [-5.9651, -0.0435, -0.1535], [-5.2578, 2.5457, -0.0797], [1.7197, -2.4649, -1.1430], [1.2732, 1.9610, 0.4147], [2.1237, 0.8531, -0.4417], [-6.7940, 1.1339, 0.7035], [-3.7508, -0.8154, -1.0530], [6.5236, 1.2662, -0.1946], [1.7580, 2.9679, 0.9051], [-2.2911, -0.7224, -0.8310], [1.7318, 0.1540, -0.8057], [-7.6703, 0.7264, 0.8028], [-4.5913, 2.5346, 0.9336], [6.3092, 0.4656, 0.8390], [6.1042, -0.1592, -1.8934], [-5.0294, 3.4447, -0.5721], [-1.9081, -1.1676, 1.1309], [1.1903, 3.6761, 1.5483], [4.6197, -1.3868, -1.7707], [7.4527, 1.4827, -0.3209], [-2.0171, 0.1659, -1.4569], [1.4755, -2.2826, -2.3402], [-0.5533, -4.1367, 1.4731], [-6.2510, 1.1340, 1.5295], [5.4918, 1.6083, -1.9339], [3.2679, -0.6507, -2.3927], [-3.4301, 1.8877, -0.9514], [3.5605, 4.2136, 1.2789], [-6.3717, -0.1279, -1.2238], [-6.1935, -0.9760, 0.3990], [-1.7155, -1.2887, -1.1292], [2.5353, -2.6116, 2.5961], [-3.9984, -1.7029, -0.3995], [-2.4471, 0.5556, 1.0335], [4.0398, -1.3848, 0.9727], [0.9131, -4.9624, 2.1605], [0.2855, -3.4033, 3.1242], [0.3231, -0.4435, 0.7170], [0.0713, -3.5929, -0.8710], [-4.5797, 1.4443, -1.9482], [-3.8828, -0.8940, -2.0389]],
  "smiles": "Cc1ccc(CN2CCSc3ccc(C(=O)NCCCN4CCOCC4)cc32)cc1",
  "lumo_ev": 0.09,
  "e_homo_ev": -7.318,
  "homo_lumo_gap_ev": 7.408,
  "largest_force_ev_per_a": 18.82
}